Molecular formula: C5H8ClF
Method: DFT, ωB97M-V with the def2-TZVPD basis set

Each line ends with the Löwdin charge.
Positions of all 15 atoms, in Å:
C 0.499 0.509 0.763  -0.13
C 1.224 -0.261 0.023  -0.61
C 0.472 1.869 1.326  -0.13
C 0.757 -1.472 -0.708  -0.13
C -1.948 0.244 1.078  0.00
F -2.280 -0.930 0.500  -0.05
Cl 3.091 0.038 -0.257  0.47
H -0.151 2.622 0.683  0.12
H -0.042 1.860 2.225  0.03
H 1.484 2.258 1.304  0.07
H 0.867 -1.291 -1.736  0.05
H -0.377 -1.561 -0.451  0.09
H 1.132 -2.412 -0.285  0.08
H -1.867 0.313 2.150  0.06
H -2.335 1.142 0.579  0.08

The energy above the lowest of the compared OMol25 structures with the same formula, charge and spin comes out at 481.1 kJ/mol. As for the HOMO-LUMO gap (spin up / spin down): 8.593 / 8.422 eV. The value obtained for the HOMO energy (spin up / spin down) is -8.7 / -8.8 eV.